Record 1
19
Properties=species:S:1:pos:R:3 method="wB97M-V/def2-TZVPD" spin_multiplicity=1 e_lumo_ev=-13.02 total_charge=+2 orbital_gap_ev=5.65
C 1.827 0.317 -0.752
H -2.272 0.846 -1.568
C -2.084 -0.145 -1.100
H -3.965 -1.112 1.253
H 3.614 1.406 1.368
C -0.683 -0.273 -0.433
N -3.290 -0.353 1.237
H -2.256 -1.157 -1.635
H -0.621 0.464 0.373
C 3.428 0.334 1.249
H 4.226 -0.127 0.672
H -3.664 0.354 1.822
N 2.064 0.162 0.590
H -0.437 -1.338 -0.020
H 3.386 -0.104 2.244
H -2.875 -0.098 -0.158
H 0.365 0.280 -2.404
H 2.737 0.404 -1.419
C 0.499 0.139 -1.319

---

Record 2
21
Properties=species:S:1:pos:R:3 method="wB97M-V/def2-TZVPD" spin_multiplicity=1 e_lumo_ev=0.55 smiles="CN[C@H](C)CC=O.O" orbital_gap_ev=9.33
H -3.041 0.603 1.045
H -0.275 1.940 0.971
H 3.783 -0.774 -2.192
C -0.068 -2.054 0.991
H 0.744 1.196 -1.249
H 0.594 -2.449 0.215
C -2.283 1.344 1.369
O 3.282 -0.084 -1.724
C -0.684 0.066 -0.042
C -1.098 1.479 0.436
H -0.129 0.110 -2.234
H 3.622 0.706 -2.161
C 0.268 0.204 -1.233
H -1.072 -2.459 0.854
N -0.166 -0.626 1.114
H -1.389 2.131 -0.391
H 1.183 -0.387 -1.209
H 0.639 -0.146 1.486
H 0.185 -2.442 1.958
O -2.466 2.027 2.342
H -1.629 -0.384 -0.346

---

Record 3
34
Properties=species:S:1:pos:R:3 method="wB97M-V/def2-TZVPD" spin_multiplicity=2 e_lumo_ev="-5.60 / -7.09" total_charge=+1 orbital_gap_ev="7.60 / 5.66"
H -1.239 2.290 -0.925
O 0.752 -0.832 -1.734
C -3.609 0.508 -1.029
H 2.573 2.291 1.359
C 0.972 1.281 2.511
H -3.433 0.950 -0.050
H -0.273 -0.563 2.387
H -4.244 1.151 -1.635
N -1.851 -2.610 -1.214
H -0.432 1.839 -2.469
C 1.511 2.066 1.290
H 1.081 1.579 -0.831
H -4.073 -0.472 -0.927
C -1.905 -3.756 -1.608
O 2.019 -3.230 1.342
C -1.377 1.908 -1.934
H 2.519 -0.866 2.134
C 1.310 -2.302 1.146
O -0.022 0.457 0.564
H 3.225 0.178 0.199
H 0.136 1.794 2.981
C 2.175 -0.086 0.120
O 2.936 -1.144 -1.882
O 0.042 -2.402 0.668
S -2.070 0.257 -1.921
H 0.977 3.004 1.152
H 1.728 1.098 3.271
C 1.715 -0.853 1.404
H -2.056 2.548 -2.493
C 0.512 -0.019 1.872
C 2.008 -0.776 -1.229
Ir -0.786 -1.187 -0.564
C 1.239 1.116 0.135
S -2.057 -5.214 -2.090

---

Record 4
82
Properties=species:S:1:pos:R:3 method="wB97M-V/def2-TZVPD" spin_multiplicity=3 e_lumo_ev="0.44 / 0.44" orbital_gap_ev="8.18 / 9.14"
P 0.416 -2.550 2.460
O 1.793 0.226 -0.887
H -5.937 1.621 4.474
H -2.293 1.862 3.452
H 3.392 -1.536 -0.646
C -4.853 1.662 4.443
C -2.729 0.863 3.491
H -1.313 -1.120 1.449
H 1.810 -1.071 -3.637
H 1.792 0.359 -5.412
C -5.855 1.594 1.359
H 6.847 1.868 -4.865
H 0.167 -0.251 1.790
H -5.654 -0.360 0.506
H 0.562 -1.910 7.432
C 3.607 -0.364 -4.549
B -0.109 -2.058 4.248
O -0.804 -2.940 5.067
H 6.604 1.047 -7.210
C 6.015 -0.018 -5.449
C -6.851 2.411 2.184
C -6.190 -0.624 2.571
H -7.200 1.908 3.080
H -0.038 0.697 5.978
H -0.357 -3.773 5.226
H 7.643 -1.182 -4.593
C -4.788 -0.527 3.171
N -4.475 1.600 1.955
H -5.455 3.276 0.055
H -4.487 1.214 5.368
C 2.828 0.229 -5.726
H -2.539 0.440 4.481
C 2.758 -1.493 -3.973
H -4.547 2.709 4.426
H -0.549 -3.547 2.214
H 7.149 -1.705 -6.202
H -1.105 -0.681 6.247
H -4.778 -0.957 4.176
H -7.315 0.101 0.863
C 5.710 0.545 -6.838
O 5.352 -1.869 -4.194
C 1.554 -0.850 -0.393
C -0.077 -0.391 6.021
C 4.895 1.746 -3.936
H 2.559 -2.252 -4.731
C 0.146 -1.318 -0.103
H -6.769 2.211 -0.472
C -0.229 -1.186 1.384
H -7.729 2.601 1.565
H 5.119 2.410 -3.099
H 4.273 0.190 -2.589
N 4.931 -0.940 -4.965
H -4.099 -1.124 2.566
H -6.938 -0.259 3.281
H 4.905 1.272 -6.852
H -6.426 -1.676 2.401
H 2.852 -1.763 0.884
C -6.292 0.130 1.247
H 5.460 -0.261 -7.530
H 2.943 1.158 -3.187
H 2.841 -0.448 -6.581
H -6.423 3.373 2.468
H 3.248 -1.976 -3.132
H 1.876 -1.033 6.641
H 3.185 1.202 -6.046
C 0.878 -0.933 7.069
O -3.546 1.410 1.097
H -5.080 1.712 -0.670
H 6.735 0.701 -3.557
H -0.531 -0.689 -0.679
C -4.235 0.905 3.266
C 3.888 0.695 -3.480
O 0.269 -0.843 4.705
H 4.465 2.381 -4.716
C -5.775 2.236 -0.022
C 7.299 -0.835 -5.563
N 2.578 -1.795 -0.093
H 8.071 -0.203 -6.007
C 6.199 1.109 -4.419
H 0.930 -0.255 7.921
H 0.054 -2.354 -0.435
H -2.229 0.249 2.752